[1]
15
Properties=species:S:1:pos:R:3:forces:R:3:nbo_charge:R:1 method="wB97M-V/def2-TZVPD" homo_ev=-9.2366 e_above_lowest_kj_mol=399.7 lumo_energy_ev=0.9 gap_ev=10.1478
C 2.08125 -0.68834 -0.72673 -0.7017 0.4602 -0.0970 0.1354
C 3.09377 -1.12490 0.32701 -0.1854 3.7683 1.2134 -0.6866
C -3.32842 1.52767 0.26814 0.4988 0.9877 -2.4576 -0.4284
N -2.07122 -1.69958 0.06281 -0.5520 2.3984 0.3525 -0.1405
N -2.23693 -0.55851 0.07266 0.2342 -4.8310 -0.2645 0.2466
N 1.49076 0.43851 -0.82939 1.0608 0.1120 0.5579 -0.6087
N -2.21957 0.61547 -0.04955 0.3942 3.0979 -0.3872 -0.3059
H 1.84900 -1.42291 -1.55494 0.2468 0.5370 1.0549 0.1679
H 3.01205 -0.62569 1.43720 -0.2722 -1.4193 -2.8418 0.2220
H 4.04234 -0.74456 -0.05509 0.2813 -0.1104 0.0652 0.2297
H 3.14736 -2.15086 0.30174 0.1524 -2.4087 0.5919 0.2192
H -3.80760 1.93920 -0.76058 1.0176 -1.0430 2.3995 0.2073
H -4.04854 0.97586 0.83407 -0.7139 0.2298 0.5640 0.2002
H -2.84578 2.40180 0.77444 -0.8575 -0.8277 -0.2028 0.2212
H 1.84155 1.11683 -0.10177 -0.6034 -0.9514 -0.5485 0.3206


[2]
96
Properties=species:S:1:pos:R:3:forces:R:3:mulliken_spin:R:1 method="wB97M-V/def2-TZVPD" homo_ev="-6.9944 / -7.8370" lumo_energy_ev="0.3 / -2.0" s_squared=8.7795 multiplicity=6 gap_ev="7.3095 / 5.8623"
Ru -0.95933 -0.67016 1.05248 -0.0957 0.0958 0.2060 3.6068
C -1.22440 2.42194 -0.43714 0.1688 -0.4111 0.0079 0.1461
Sb 0.80946 1.72506 -0.58751 -0.1571 0.3932 -0.0601 0.0855
C 0.91141 0.58481 1.33513 -1.1967 0.6622 -0.3514 0.3890
C 1.98224 -0.35844 1.37797 1.0724 -0.9339 -0.2587 0.0407
C 2.22127 -1.41158 0.47266 0.0022 0.3813 0.2682 0.0743
C 3.28940 -2.24880 0.69071 0.3896 -0.0059 0.2542 -0.0441
C 4.13108 -2.01953 1.77738 -0.1601 -0.0728 -0.2460 0.1067
C 3.85317 -0.93603 2.59653 0.2507 -0.2471 0.0861 -0.0147
N 2.81814 -0.14734 2.41312 -0.0703 -0.0498 -0.1543 0.0823
Si 1.32625 1.81609 2.75384 0.0612 1.0192 0.4213 0.0339
C 2.86995 2.83211 2.23356 -0.4864 -0.4147 0.2007 0.0061
C 1.45612 1.12201 4.53039 -0.2340 0.1802 -0.5768 0.0073
C -0.06173 3.13759 2.91766 0.4226 -0.5066 -0.2455 0.0010
C 0.80341 0.90453 -2.72026 0.3547 0.7091 0.4734 0.1127
C 0.11959 -0.39858 -2.69060 -0.1745 -0.3786 -0.2906 -0.0221
C -0.22149 -1.05249 -3.87977 -0.0112 -0.0700 0.0868 0.0018
C -0.91665 -2.24149 -3.83766 -0.0079 -0.0459 0.1961 0.0009
C -1.25332 -2.77706 -2.60168 0.0391 0.0032 0.0079 0.0204
C -0.86644 -2.08303 -1.47437 -0.1562 -0.4136 -0.2341 0.0848
N -0.20108 -0.92733 -1.50964 -0.1757 -0.3109 0.0575 0.0051
Si 2.65998 0.79029 -3.27801 0.3542 0.1572 -0.1178 0.0147
C 3.30133 2.56940 -3.55508 -0.3152 -0.6700 0.0777 0.0144
C 2.84725 -0.25035 -4.87110 -0.1917 0.4180 0.5886 0.0001
C 3.79585 -0.01903 -1.97424 -0.6100 0.2928 -0.3751 -0.0069
Si -0.25559 2.14670 -3.77526 -0.0564 0.3972 -0.4461 -0.0030
C 0.10613 3.96353 -3.28278 -0.0495 -0.7006 0.0072 0.0331
C -2.11668 1.73258 -3.62940 0.7119 0.0418 0.0747 0.0007
C 0.16927 2.10332 -5.64454 -0.0679 -0.1879 0.7049 -0.0009
H -1.34099 2.93620 0.51106 0.0938 0.0711 0.0643 0.0047
H -1.86905 1.54556 -0.44722 -0.1626 0.1816 -0.1690 -0.0651
H -1.48309 3.08492 -1.25318 0.0186 0.0664 -0.1142 -0.0060
H 1.57826 -1.53205 -0.38449 0.0191 -0.0913 0.0722 0.0024
H 3.48133 -3.07229 0.01761 0.0099 -0.0486 -0.0341 0.0015
H 4.98496 -2.64878 1.96910 0.0875 -0.0675 0.0248 0.0053
H 4.49824 -0.67777 3.42641 0.0880 -0.0822 0.1181 0.0017
H 3.78572 2.27244 2.37367 0.1960 -0.1541 0.0350 -0.0003
H 2.94089 3.73968 2.82144 -0.0527 0.2818 0.1652 0.0014
H 2.81094 3.11650 1.18352 -0.0305 0.0769 -0.0342 0.0051
H 2.46056 1.26964 4.91109 0.2820 0.0504 -0.0231 0.0002
H 1.24380 0.06119 4.57717 -0.0237 -0.1796 -0.0068 -0.0019
H 0.76891 1.64020 5.19091 -0.1959 0.1116 0.1596 0.0004
H -0.07197 3.85833 2.10477 0.0459 0.1735 -0.1857 -0.0010
H 0.07561 3.69243 3.84082 0.2041 0.1376 0.2073 0.0010
H -1.04315 2.67647 2.95699 -0.0425 -0.0261 0.0220 0.0012
H 0.06164 -0.60977 -4.81897 0.0201 0.0330 -0.1653 -0.0013
H -1.19124 -2.74951 -4.75037 -0.0298 -0.0299 -0.0831 0.0010
H -1.78737 -3.70905 -2.51027 -0.0725 -0.0624 0.0240 -0.0003
H -1.09424 -2.47194 -0.47751 -0.0271 -0.1287 -0.4744 -0.1038
H 2.90429 3.01455 -4.45951 -0.1569 0.0915 -0.2116 0.0018
H 4.38249 2.58356 -3.64274 0.2443 -0.1181 0.0208 0.0023
H 3.03202 3.21363 -2.72337 -0.0525 0.1084 0.1968 -0.0030
H 2.30504 0.17338 -5.70826 -0.1500 0.1038 -0.1761 0.0004
H 2.48985 -1.26433 -4.72109 -0.0661 -0.1886 0.0793 -0.0001
H 3.89166 -0.31444 -5.16101 0.2495 0.0593 0.0521 0.0001
H 3.66302 0.41868 -0.98660 0.0231 0.0472 0.1258 0.0026
H 4.84124 0.10041 -2.24623 0.1354 0.1338 -0.1817 0.0003
H 3.60949 -1.08474 -1.89220 -0.0910 -0.1806 0.0175 -0.0025
H 0.35063 4.08473 -2.23149 0.0234 0.1230 0.1601 -0.0025
H -0.75926 4.58250 -3.49743 -0.2601 0.0580 -0.0071 0.0020
H 0.93077 4.37020 -3.85663 0.2330 -0.0256 -0.1374 0.0030
H -2.32346 1.04800 -2.81313 -0.0734 -0.1393 0.1961 0.0006
H -2.48195 1.27090 -4.54241 0.0409 -0.1151 -0.1799 0.0001
H -2.71074 2.62666 -3.46630 -0.0283 0.2350 0.0571 0.0000
H 1.23054 2.21579 -5.83594 0.2145 0.0529 -0.0186 0.0002
H -0.33762 2.93075 -6.13250 -0.1584 0.2108 -0.0186 -0.0004
H -0.16602 1.19414 -6.13276 -0.0669 -0.2030 -0.0789 0.0001
C -5.26240 -1.09843 4.31288 0.0726 -0.0180 0.2272 -0.0013
N -4.38180 -0.55707 3.30820 0.1918 0.0749 0.1982 0.0122
C -3.64624 0.53860 3.43227 -0.3528 -0.1914 -0.1730 0.0378
N -3.63035 1.24075 4.57923 -0.1813 -0.2921 0.1814 0.0098
S -2.80436 1.16242 2.10670 0.3669 0.2593 -0.5998 0.0820
H -5.94441 -1.78994 3.82473 -0.0225 0.0022 0.0350 -0.0003
H -5.84947 -0.30365 4.77853 -0.0082 -0.0459 -0.0228 0.0007
H -4.71039 -1.64319 5.08329 -0.0269 -0.0133 0.0722 0.0012
H -4.20687 -1.11636 2.46971 -0.0030 0.2479 -0.0554 0.0045
H -3.98013 0.85037 5.43680 -0.0639 0.0057 0.0567 0.0007
H -3.00949 2.03158 4.63054 -0.0558 -0.0683 -0.0634 0.0001
Cl -1.13340 -1.18428 3.80860 -0.2093 0.3669 0.4667 0.0538
C -0.38332 -2.65098 3.30012 0.2835 -0.4927 -0.5158 -0.1261
C -0.15260 -2.76754 1.93099 -0.1855 0.1593 0.1286 0.2288
C 0.47605 -3.95920 1.56390 -0.1214 0.2884 0.2711 0.0992
Cl 0.82711 -4.29336 -0.09541 -0.0173 -0.1073 -0.4300 0.0051
C 0.87220 -4.93250 2.48266 -0.0449 -0.0694 0.0643 -0.0098
Cl 1.68987 -6.36199 1.97207 0.0139 -0.0023 -0.0144 0.0032
C 0.59658 -4.76355 3.83594 -0.0195 0.1155 0.0074 0.0080
Cl 1.05832 -5.95867 4.98125 -0.0143 -0.0050 0.0333 0.0005
C -0.05331 -3.60550 4.25157 0.0261 -0.0583 0.0376 -0.0278
Cl -0.44370 -3.37374 5.91222 0.0175 0.0282 0.0679 0.0033
Cl -4.94823 -3.13689 -1.19775 0.0255 -0.1705 -0.0945 0.0003
C -4.93276 -1.42354 -0.74504 -0.0831 -0.0585 -0.2301 0.0032
Cl -6.22981 -1.12695 0.41633 -0.1404 0.1234 0.1364 0.0008
Cl -5.18470 -0.43554 -2.18315 -0.0847 -0.0092 0.0114 0.0014
C -3.55693 -1.13634 -0.08628 -0.5281 0.0897 -0.2974 -0.0887
O -2.79662 -0.38387 -0.69326 0.6468 0.4014 0.0493 0.0416
O -3.33519 -1.71610 0.98703 0.4196 -0.4596 0.5913 0.0279